[1]
75
Properties=species:S:1:pos:R:3:mulliken_charge:R:1 method="wB97M-V/def2-TZVPD" e_homo_ev=-7.84 total_charge=0 gap_ev=8.43 mol_weight_g_mol=431.618 lumo_energy_ev=0.6 smiles=c1cc[nH]c1.c1cc[nH]c1.c1cc[nH]c1.CCO.CCO.CCO.CCO.CCO
C 1.128 -5.454 1.392 -0.751
C 2.362 -5.679 0.808 -0.398
C 2.969 -4.417 0.643 -0.480
N 2.072 -3.420 1.025 0.227
C 0.884 -4.039 1.392 -0.546
H 0.466 -6.213 1.781 0.395
H 2.845 -6.610 0.552 0.392
H 4.010 -4.231 0.423 0.389
H 2.274 -2.436 1.130 0.195
H 0.021 -3.451 1.668 0.575
C -3.075 0.691 3.476 -0.525
C -1.786 0.898 3.997 -0.231
C -1.518 2.206 3.696 -0.767
N -2.590 2.871 3.151 0.049
C -3.577 1.899 3.113 -0.585
H -3.671 -0.197 3.323 0.411
H -1.141 0.198 4.507 0.573
H -0.651 2.828 3.860 0.401
H -2.597 3.852 2.911 0.253
H -4.556 2.191 2.762 0.407
C 0.719 5.201 1.735 -0.733
C 1.589 4.793 2.810 -0.635
C 1.757 3.468 2.920 -0.412
N 1.266 3.010 1.739 0.447
C 0.795 4.066 0.964 -0.495
H 0.353 6.198 1.539 0.435
H 1.820 5.469 3.620 0.365
H 2.224 2.831 3.656 0.452
H 1.427 2.045 1.487 0.148
H 0.474 3.914 -0.056 0.458
C -2.885 -2.574 -5.171 -0.639
C -2.935 -2.776 -3.688 -0.449
O -1.849 -2.227 -3.121 -0.409
H -2.383 -1.635 -5.402 0.012
H -3.777 -2.751 -5.772 0.346
H -2.132 -3.297 -5.485 0.273
H -2.959 -3.848 -3.491 0.373
H -3.788 -2.377 -3.139 0.266
H -1.186 -2.899 -2.942 0.248
C 1.876 2.056 -3.645 -0.755
C 3.065 2.509 -2.853 -0.560
O 2.642 3.069 -1.593 -0.415
H 1.564 1.072 -3.294 0.137
H 2.254 1.911 -4.657 0.376
H 1.069 2.772 -3.799 0.245
H 3.535 3.391 -3.288 0.383
H 3.900 1.821 -2.720 0.346
H 3.369 3.528 -1.165 0.248
C -0.209 -0.288 -0.991 -1.020
C -0.529 0.305 0.485 0.021
O 0.493 -0.212 1.414 -0.501
H -1.004 0.006 -1.676 0.350
H -0.189 -1.378 -0.995 0.195
H 0.777 0.055 -1.304 0.174
H -1.486 -0.090 0.826 0.359
H -0.564 1.394 0.472 0.213
H 0.122 -0.238 2.299 0.112
C -1.018 1.350 -6.344 -1.001
C -1.555 1.172 -4.899 -0.316
O -0.858 0.181 -4.191 -0.357
H 0.069 1.353 -6.266 0.220
H -1.371 2.327 -6.673 0.355
H -1.385 0.658 -7.102 0.309
H -2.633 1.064 -4.783 0.401
H -1.207 2.034 -4.330 0.327
H -1.478 -0.506 -3.937 0.069
C 0.629 -2.600 4.589 -0.468
C 1.364 -1.663 5.436 -0.270
O 1.268 -2.210 6.731 -0.535
H 1.089 -3.584 4.498 0.361
H 0.586 -2.203 3.575 -0.199
H -0.394 -2.784 4.915 0.373
H 1.016 -0.648 5.244 0.140
H 2.404 -1.645 5.110 0.330
H 0.391 -2.075 7.097 0.316

=====

[2]
80
Properties=species:S:1:pos:R:3:mulliken_spin:R:1 method="wB97M-V/def2-TZVPD" e_homo_ev="-5.60 / -6.15" total_charge=0 gap_ev="5.97 / 6.52" relative_energy_kcal_mol=18.5 mol_weight_g_mol=692.425 lumo_energy_ev="0.4 / 0.4" multiplicity=3
V -0.149 -0.013 0.739 2.306
C 3.715 2.083 3.280 -0.002
Si 1.942 1.978 2.653 -0.001
C 0.867 2.373 4.114 -0.001
C 1.918 3.263 1.301 0.003
C 1.617 0.259 1.952 0.082
C 2.264 0.220 0.622 -0.164
C 3.590 -0.107 0.272 -0.026
C 4.000 0.037 -1.029 0.018
C 3.103 0.483 -2.004 -0.011
C 1.807 0.728 -1.628 0.035
N 1.393 0.586 -0.361 0.003
Si 2.002 -1.196 3.061 -0.036
C 3.682 -1.226 3.901 -0.003
C 2.041 -2.741 1.988 0.023
C 0.778 -1.231 4.471 0.016
H 3.985 3.135 3.417 0.000
H 4.424 1.651 2.566 0.000
H 3.856 1.579 4.237 0.000
H 1.023 3.414 4.415 -0.001
H 1.138 1.735 4.961 0.000
H -0.191 2.229 3.891 -0.001
H 1.895 4.263 1.745 -0.001
H 1.057 3.164 0.643 0.002
H 2.836 3.181 0.706 -0.001
H 4.273 -0.432 1.045 0.000
H 5.027 -0.181 -1.299 0.001
H 3.406 0.623 -3.032 0.000
H 1.062 1.064 -2.338 -0.007
H 4.521 -1.132 3.206 -0.001
H 3.782 -2.192 4.410 0.000
H 3.785 -0.445 4.654 0.000
H 3.049 -2.876 1.583 0.001
H 1.344 -2.699 1.148 -0.005
H 1.796 -3.635 2.571 0.002
H 1.193 -0.680 5.320 0.000
H 0.578 -2.253 4.807 0.003
H -0.169 -0.766 4.194 -0.003
Te -1.599 1.963 1.162 -0.211
C -2.153 -5.747 3.081 0.000
C -1.568 -4.432 3.591 -0.001
C -1.916 -3.254 2.738 -0.002
N -1.063 -2.400 2.313 0.031
N -1.624 -1.372 1.569 -0.066
C -2.922 -1.510 1.424 0.020
N -3.690 -0.695 0.681 0.008
S -3.545 -2.894 2.239 0.001
H -1.869 -6.570 3.737 0.000
H -1.790 -5.970 2.076 0.000
H -3.243 -5.714 3.045 0.000
H -0.479 -4.476 3.625 0.000
H -1.914 -4.240 4.610 0.000
H -3.282 0.251 0.579 -0.006
H -4.683 -0.735 0.835 0.002
C -2.430 2.510 -4.937 0.000
N -1.590 2.175 -3.794 0.000
C -1.898 2.942 -2.591 -0.009
C -1.253 0.855 -3.582 0.003
O -1.491 0.296 -2.503 0.005
N -0.600 0.224 -4.602 0.000
C -0.297 -1.191 -4.500 0.000
C 0.075 0.927 -5.678 0.000
H -3.488 2.471 -4.656 0.000
H -2.272 1.817 -5.758 0.000
H -2.207 3.519 -5.287 0.000
H -1.787 4.001 -2.823 0.001
H -1.226 2.680 -1.779 0.004
H -2.914 2.755 -2.232 0.003
H -0.861 -1.630 -3.687 0.000
H 0.768 -1.348 -4.311 0.000
H -0.564 -1.697 -5.430 0.000
H 0.105 1.992 -5.470 0.000
H -0.415 0.762 -6.641 0.000
H 1.100 0.557 -5.756 0.000
C -1.114 -2.780 -1.074 0.013
O -0.362 -1.576 -0.953 0.000
H -1.808 -2.713 -1.913 0.001
H -1.686 -2.983 -0.171 -0.003
H -0.423 -3.604 -1.242 -0.001
H -0.796 -0.880 -1.515 -0.025

=====

[3]
80
Properties=species:S:1:pos:R:3:mulliken_charge:R:1 method="wB97M-V/def2-TZVPD" e_homo_ev=-11.06 total_charge=+1 gap_ev=7.29 relative_energy_kcal_mol=0.0 mol_weight_g_mol=521.689 lumo_energy_ev=-3.8
C 3.732 -1.625 1.382 -1.095
C 2.957 -1.328 0.318 -0.595
C 1.719 -2.146 0.029 -0.659
C 0.621 -1.505 -0.747 -0.314
N 0.193 -0.297 -0.600 0.245
C 0.684 0.685 0.369 -1.398
C 1.649 1.700 -0.220 0.136
N 2.680 2.124 0.370 -0.619
C -0.980 -0.034 -1.499 -0.733
C -1.416 1.401 -1.777 -1.104
C -2.957 1.525 -1.802 -0.100
O -3.299 2.273 -2.966 -0.574
C -3.519 2.223 -0.538 -1.000
N -4.160 1.342 0.438 -0.471
C -0.764 -1.044 -2.633 -0.631
P 0.250 -0.451 -4.084 0.483
N 1.005 0.908 -3.971 -0.868
C -0.183 -2.223 -1.805 2.841
S -1.583 -3.085 -0.973 -0.242
C 0.619 -3.234 -2.627 -2.771
O -0.166 -3.543 -3.736 -0.163
C 0.115 -4.796 -4.381 -0.613
C -1.196 -5.472 -4.746 -0.545
C -1.778 -6.349 -3.625 -0.978
H 3.365 -1.688 2.405 0.306
H 4.800 -1.794 1.279 0.350
H 3.170 -0.471 -0.319 0.674
H 2.061 -3.022 -0.520 0.493
H 1.279 -2.537 0.959 0.399
H 1.172 0.169 1.193 0.753
H -0.179 1.213 0.777 0.597
H 1.419 2.120 -1.200 0.363
H 2.820 1.678 1.280 0.150
H -1.802 -0.464 -0.909 0.056
H -1.052 1.766 -2.734 0.570
H -1.035 2.078 -1.012 0.554
H -3.425 0.535 -1.868 0.640
H -3.996 1.825 -3.451 0.372
H -4.266 2.933 -0.884 0.410
H -2.723 2.755 -0.014 0.263
H -5.078 1.054 0.121 0.268
H -3.616 0.507 0.615 0.161
H -1.760 -1.290 -3.000 0.949
H -0.693 -0.526 -5.124 0.124
H 1.122 -1.502 -4.379 0.068
H 0.908 1.401 -3.099 0.261
H -1.050 -4.312 -0.994 0.237
H 1.598 -2.815 -2.904 0.462
H 0.819 -4.124 -2.021 0.977
H 0.713 -5.432 -3.723 0.448
H 0.698 -4.598 -5.283 0.301
H -1.030 -6.063 -5.646 0.441
H -1.901 -4.680 -5.001 0.268
H -2.200 -7.271 -4.016 0.330
H -1.013 -6.594 -2.885 0.257
H -2.569 -5.818 -3.095 0.233
C -3.779 4.849 4.975 -1.287
C -3.975 3.587 4.165 0.835
O -3.579 2.501 4.559 -0.657
N -4.606 3.700 2.966 -0.094
C -5.125 4.893 2.335 -0.858
H -3.263 4.581 5.892 0.293
H -3.180 5.579 4.429 0.349
H -4.737 5.305 5.228 0.366
H -4.703 2.818 2.481 0.162
H -6.199 4.807 2.163 0.294
H -4.643 5.063 1.369 0.243
H -4.949 5.762 2.962 0.363
C 5.501 1.171 2.863 -1.179
C 6.014 0.188 3.894 0.727
O 6.122 -1.002 3.638 -0.645
N 6.355 0.675 5.111 -0.172
C 6.298 2.045 5.580 -0.801
H 5.286 0.615 1.955 0.222
H 4.591 1.663 3.211 0.327
H 6.247 1.933 2.638 0.427
H 6.692 -0.031 5.748 0.245
H 7.290 2.393 5.872 0.286
H 5.639 2.129 6.445 0.280
H 5.924 2.697 4.798 0.306

=====

[4]
77
Properties=species:S:1:pos:R:3:mulliken_charge:R:1 method="wB97M-V/def2-TZVPD" e_homo_ev=-4.34 total_charge=-1 gap_ev=6.60 relative_energy_kcal_mol=0.0 mol_weight_g_mol=530.464 lumo_energy_ev=2.3
C 3.009 -1.029 0.527 -0.711
C 3.503 -2.451 0.882 -0.576
C 2.479 -3.518 0.475 -0.519
Br 3.463 -5.212 0.147 -0.307
B 1.254 -3.655 1.557 0.465
S 0.368 -5.385 1.484 -0.322
C -1.331 -4.880 1.944 0.249
C -2.250 -5.322 0.848 0.450
O -2.715 -6.438 0.760 -0.626
O -2.476 -4.453 -0.203 -0.383
C -2.766 -3.092 0.065 -0.646
C -4.159 -2.908 0.673 0.969
C -5.233 -3.723 -0.042 -1.555
O -4.516 -1.502 0.518 -0.289
C -4.679 -0.675 1.578 0.378
O -5.749 -0.136 1.774 -0.581
C -3.461 -0.261 2.378 -0.479
S -2.815 -1.457 3.572 -0.198
H 3.719 -0.510 -0.128 -0.093
H 2.055 -1.070 -0.007 0.411
H 2.855 -0.412 1.415 0.246
H 3.657 -2.518 1.962 0.258
H 4.459 -2.638 0.388 0.414
H 2.073 -3.253 -0.506 0.364
H 0.399 -2.824 1.266 -0.287
H 1.673 -3.447 2.687 -0.246
H -1.293 -3.809 2.080 -0.333
H -1.638 -5.382 2.866 0.387
H -2.758 -2.577 -0.901 0.347
H -2.012 -2.620 0.696 0.125
H -4.167 -3.155 1.738 0.137
H -6.095 -3.871 0.615 0.350
H -4.840 -4.694 -0.339 0.400
H -5.577 -3.165 -0.917 0.318
H -3.740 0.656 2.899 0.435
H -2.646 -0.034 1.685 0.298
H -3.997 -1.807 4.093 0.128
C 9.324 1.556 -2.066 -1.190
C 8.635 2.441 -1.031 -0.384
C 7.793 1.658 -0.024 -0.865
C 6.640 0.860 -0.633 -0.418
C 5.641 1.681 -1.444 -0.583
C 4.920 2.744 -0.620 -1.180
H 8.602 1.008 -2.672 0.284
H 9.938 2.151 -2.744 0.378
H 9.974 0.825 -1.580 0.293
H 8.013 3.181 -1.542 0.228
H 9.393 3.009 -0.485 0.361
H 7.402 2.353 0.725 0.337
H 8.444 0.966 0.520 0.397
H 6.103 0.354 0.176 0.265
H 7.041 0.063 -1.265 0.366
H 4.899 0.999 -1.867 0.400
H 6.139 2.155 -2.296 0.388
H 4.388 2.286 0.216 0.251
H 4.189 3.281 -1.226 0.385
H 5.615 3.481 -0.214 0.306
C -4.163 3.877 1.241 -1.288
C -5.151 2.980 0.499 -0.345
C -4.528 2.231 -0.679 -0.162
C -3.970 3.121 -1.790 -0.923
C -4.985 4.081 -2.407 -0.425
C -6.165 3.376 -3.071 -1.184
H -3.767 4.667 0.600 0.334
H -4.639 4.357 2.096 0.381
H -3.316 3.296 1.614 0.272
H -6.001 3.577 0.159 0.323
H -5.555 2.243 1.194 0.263
H -5.269 1.543 -1.093 0.342
H -3.715 1.598 -0.304 0.098
H -3.565 2.479 -2.578 0.404
H -3.123 3.698 -1.408 0.350
H -4.473 4.698 -3.151 0.375
H -5.357 4.772 -1.645 0.232
H -5.820 2.699 -3.856 0.292
H -6.847 4.096 -3.526 0.382
H -6.738 2.789 -2.353 0.281

=====

[5]
86
Properties=species:S:1:pos:R:3:mulliken_charge:R:1 method="wB97M-V/def2-TZVPD" e_homo_ev=-11.53 total_charge=+1 gap_ev=7.70 mol_weight_g_mol=910.933 lumo_energy_ev=-3.8
C -4.620 -0.715 5.773 -0.896
C -3.196 -1.463 5.319 -0.255
C -2.578 -0.740 3.985 -0.568
C -1.285 0.231 4.249 0.278
C -1.220 0.923 5.733 -0.448
C -0.617 2.474 5.721 -0.610
S -1.510 3.627 4.545 -0.056
H -5.320 -0.620 4.837 0.318
H -4.377 0.314 6.295 0.190
H -5.171 -1.387 6.567 0.181
H -3.500 -2.587 5.064 0.169
H -2.463 -1.527 6.234 0.281
H -3.403 -0.174 3.355 0.318
H -2.192 -1.617 3.274 0.225
H -1.262 1.009 3.349 0.145
H -0.297 -0.425 4.123 -0.223
H -0.440 0.287 6.373 0.368
H -2.234 0.957 6.316 0.120
H 0.560 2.485 5.543 0.321
H -0.768 2.898 6.825 0.502
H -0.480 4.244 3.767 0.309
H -1.974 4.703 5.368 0.342
Cl 1.271 3.973 1.628 -0.224
C 1.677 2.517 2.570 1.553
C 3.092 2.567 3.124 -0.704
Cl 4.321 2.439 1.841 -0.161
H 1.527 1.643 1.926 -0.273
H 0.957 2.460 3.392 -1.108
H 3.255 1.725 3.804 0.376
H 3.275 3.492 3.679 0.422
Cl 2.239 -1.259 3.293 -0.199
C 1.534 -1.798 1.749 -0.620
C 2.492 -1.608 0.583 -0.373
Cl 2.753 0.113 0.201 -0.186
H 0.598 -1.253 1.594 0.278
H 1.295 -2.859 1.864 0.512
H 2.079 -2.073 -0.317 0.285
H 3.467 -2.063 0.784 0.372
Cl -4.443 -2.821 8.783 -0.179
C -5.098 -4.291 8.019 -0.484
C -4.046 -5.379 7.874 -0.458
Cl -2.801 -4.955 6.672 -0.159
H -5.524 -4.010 7.051 0.314
H -5.912 -4.644 8.659 0.372
H -4.515 -6.306 7.530 0.303
H -3.545 -5.585 8.824 0.320
Cl 0.535 -0.929 -2.675 -0.218
C 1.988 -0.023 -3.163 -0.244
C 2.625 -0.592 -4.420 -0.426
Cl 3.358 -2.191 -4.139 -0.197
H 2.689 -0.024 -2.321 0.112
H 1.673 1.010 -3.340 0.325
H 3.427 0.068 -4.763 0.366
H 1.896 -0.690 -5.232 0.297
Cl -0.932 -0.873 -8.336 -0.200
C 0.633 -0.289 -8.955 -0.536
C 1.716 -1.352 -8.872 -0.159
Cl 2.181 -1.709 -7.189 -0.207
H 0.907 0.610 -8.393 0.324
H 0.474 -0.001 -9.998 0.389
H 2.619 -1.005 -9.383 0.330
H 1.399 -2.289 -9.342 0.021
Cl -2.751 0.484 -4.533 -0.130
C -4.166 0.782 -5.572 -0.527
C -3.901 1.865 -6.606 -0.287
Cl -3.737 3.476 -5.865 -0.191
H -5.013 1.039 -4.928 0.359
H -4.396 -0.163 -6.074 0.287
H -4.739 1.923 -7.307 0.318
H -2.992 1.660 -7.180 0.176
Cl 3.768 7.737 3.293 -0.194
C 3.063 7.198 1.749 0.114
C 4.021 7.388 0.583 -0.441
Cl 4.282 9.109 0.201 -0.177
H 2.127 7.743 1.594 0.347
H 2.824 6.137 1.864 -0.238
H 3.608 6.923 -0.317 0.290
H 4.996 6.933 0.784 0.322
Cl 1.403 -4.404 -9.561 -0.236
C 2.462 -4.983 -8.251 0.030
C 3.721 -5.648 -8.782 -0.480
Cl 3.375 -7.199 -9.587 -0.186
H 1.881 -5.665 -7.621 0.352
H 2.728 -4.109 -7.649 -0.091
H 4.404 -5.866 -7.955 0.307
H 4.246 -5.005 -9.496 0.308

=====

[6]
77
Properties=species:S:1:pos:R:3:mulliken_spin:R:1 method="wB97M-V/def2-TZVPD" e_homo_ev="0.09 / -1.70" total_charge=-1 gap_ev="2.56 / 4.33" relative_energy_kcal_mol=0.0 mol_weight_g_mol=642.441 lumo_energy_ev="2.7 / 2.6" multiplicity=7
Eu -0.125 0.631 -0.017 5.594
Cl -0.270 0.178 -2.584 -0.043
P -2.666 -0.974 -0.619 0.031
C -3.090 -1.863 -2.189 -0.078
C -3.523 -1.884 0.763 -0.023
C -3.503 0.700 -0.823 -0.018
C -1.969 -2.859 -2.544 0.119
H -3.074 -1.052 -2.941 -0.025
C -4.471 -2.524 -2.234 0.014
H -4.511 -3.437 -1.626 0.008
H -4.672 -2.806 -3.280 -0.011
H -5.273 -1.849 -1.915 0.004
H -1.067 -2.312 -2.845 0.057
H -2.299 -3.475 -3.392 -0.048
H -1.719 -3.522 -1.703 0.040
H -2.970 1.090 -1.711 0.006
C -3.220 1.644 0.365 0.023
C -4.992 0.639 -1.184 0.017
H -5.170 0.219 -2.180 -0.005
H -5.383 1.666 -1.202 -0.003
H -5.583 0.070 -0.453 0.001
H -2.517 1.277 1.137 0.005
H -4.166 1.850 0.886 -0.001
H -2.798 2.596 0.005 0.003
C -2.924 -3.284 0.954 0.041
H -4.562 -1.964 0.398 -0.002
C -3.494 -1.102 2.081 -0.027
H -3.087 -3.952 0.099 -0.017
H -3.377 -3.744 1.842 -0.010
H -1.846 -3.217 1.144 0.068
H -2.475 -0.831 2.397 0.027
H -3.906 -1.751 2.866 0.001
H -4.101 -0.191 2.034 0.001
Cl 0.357 -2.172 1.236 -0.348
H 0.088 -1.983 -0.050 0.422
P 2.820 -0.058 -0.501 0.003
C 3.319 1.500 -1.411 -0.018
C 3.815 -0.072 1.067 -0.010
C 3.406 -1.408 -1.629 -0.035
C 2.207 2.548 -1.225 0.026
H 3.320 1.175 -2.465 0.000
C 4.703 2.091 -1.116 -0.001
H 4.753 2.519 -0.106 0.001
H 4.873 2.901 -1.836 0.000
H 5.523 1.374 -1.244 -0.001
H 1.277 2.262 -1.740 0.002
H 2.541 3.490 -1.675 0.000
H 1.983 2.761 -0.165 -0.011
H 2.819 -1.188 -2.544 0.024
C 3.004 -2.817 -1.140 0.143
C 4.894 -1.314 -1.974 0.006
H 5.110 -0.437 -2.597 0.000
H 5.168 -2.213 -2.547 0.000
H 5.529 -1.277 -1.075 0.002
H 2.263 -2.787 -0.329 0.078
H 3.882 -3.386 -0.802 -0.018
H 2.556 -3.366 -1.983 -0.077
C 3.278 0.984 2.045 0.003
H 4.826 0.220 0.735 -0.004
C 3.883 -1.449 1.740 0.068
H 3.439 2.009 1.683 -0.002
H 3.819 0.865 2.994 0.001
H 2.208 0.862 2.270 0.011
H 2.879 -1.840 1.940 0.022
H 4.390 -1.329 2.707 -0.033
H 4.432 -2.188 1.142 0.024
O -0.502 3.964 0.039 0.002
C -0.372 3.667 1.231 -0.001
C -0.516 4.585 2.444 0.000
C -0.431 3.662 3.636 0.000
C -0.264 2.262 3.040 0.016
O -0.285 1.186 3.625 -0.016
N -0.112 2.378 1.660 -0.030
H 0.291 5.325 2.455 0.001
H -1.472 5.117 2.403 0.000
H 0.434 3.904 4.264 0.000
H -1.328 3.705 4.267 0.001

=====

Number 1: electronic energy -1405.55440 hartree, strongest force on any atom 4.9 eV Å⁻¹. Number 2: electronic energy -3533.58203 hartree, strongest force on any atom 1.3 eV Å⁻¹. Number 3: electronic energy -2234.52366 hartree, strongest force on any atom 1.8 eV Å⁻¹. Number 4: electronic energy -4562.73090 hartree, strongest force on any atom 1.0 eV Å⁻¹. Number 5: electronic energy -8627.32694 hartree, strongest force on any atom 3.2 eV Å⁻¹. Number 6: electronic energy -3385.13143 hartree, strongest force on any atom 3.5 eV Å⁻¹.